Record 1
{
  "formula": "C37H52AlCaCl3F3IN2O17S",
  "method": "wB97M-V/def2-TZVPD",
  "gap_ev": 0.75,
  "fmax_ev_per_a": 10.614,
  "multiplicity": 1,
  "total_charge": 2,
  "e_homo_ev": -10.5015,
  "elements": ["C", "C", "C", "C", "C", "C", "O", "C", "O", "O", "C", "C", "C", "C", "I", "C", "C", "C", "C", "C", "C", "O", "C", "C", "O", "H", "H", "H", "H", "H", "H", "H", "H", "H", "H", "H", "H", "H", "H", "H", "H", "H", "H", "H", "H", "H", "H", "H", "H", "H", "H", "H", "H", "H", "H", "H", "H", "H", "Cl", "C", "C", "Cl", "H", "H", "H", "H", "Al", "C", "F", "F", "F", "S", "O", "O", "O", "C", "N", "O", "O", "H", "H", "H", "C", "C", "N", "H", "H", "H", "C", "C", "C", "O", "C", "C", "C", "O", "H", "H", "H", "H", "Cl", "C", "C", "C", "O", "C", "C", "C", "O", "O", "O", "H", "H", "H", "H", "O", "H", "Ca"],
  "positions_angstrom": [[0.146, 5.003, 0.874], [1.258, 3.815, 1.200], [2.326, 3.545, -0.012], [1.898, 2.295, -1.023], [0.328, 2.515, -1.433], [2.229, 0.896, -0.238], [3.617, 0.369, -0.463], [3.596, -0.911, 0.318], [4.642, -1.523, 0.932], [2.186, -1.406, 0.261], [1.324, -0.445, -0.506], [1.063, -0.974, -2.033], [2.254, -1.904, -2.668], [3.468, -1.037, -3.401], [5.463, -1.993, -3.102], [0.079, -0.241, 0.537], [-1.415, -0.462, -0.094], [-1.912, -1.968, 0.375], [-3.462, -2.324, -0.025], [-4.548, -1.207, 0.485], [-4.737, -0.010, -0.660], [-6.181, 0.381, -0.772], [-6.210, 1.826, -1.172], [-5.712, 2.370, -2.645], [-6.690, 2.767, -0.320], [0.082, 5.820, 1.724], [0.293, 5.447, -0.199], [-0.924, 4.477, 0.865], [0.709, 2.866, 1.607], [1.896, 4.237, 2.117], [2.468, 4.565, -0.580], [3.365, 3.281, 0.512], [2.640, 2.368, -1.939], [-0.432, 2.412, -0.521], [-0.055, 1.864, -2.326], [0.230, 3.647, -1.788], [2.280, 1.093, 0.937], [1.006, 0.001, -2.719], [0.053, -1.541, -2.204], [2.709, -2.700, -1.942], [1.749, -2.526, -3.554], [3.461, 0.096, -3.109], [3.295, -1.094, -4.581], [0.209, -0.911, 1.517], [0.110, 0.880, 0.938], [-2.131, 0.331, 0.438], [-1.513, -0.259, -1.242], [-1.855, -1.960, 1.567], [-1.148, -2.814, 0.031], [-3.513, -2.538, -1.189], [-3.757, -3.346, 0.516], [-5.597, -1.744, 0.545], [-4.330, -0.777, 1.553], [-4.358, -0.460, -1.685], [-4.112, 0.951, -0.376], [-6.118, 3.473, -2.802], [-4.535, 2.414, -2.762], [-6.160, 1.709, -3.521], [0.009, 8.148, 1.889], [-1.121, 8.919, 3.030], [-0.741, 8.658, 4.479], [-0.972, 6.952, 4.939], [-2.130, 8.556, 2.807], [-1.093, 9.993, 2.826], [-1.376, 9.253, 5.143], [0.302, 8.925, 4.677], [7.210, -1.106, -5.294], [8.812, -2.687, 0.610], [7.938, -1.725, 1.046], [9.703, -2.039, -0.208], [9.531, -3.066, 1.715], [7.958, -4.121, -0.232], [7.248, -3.537, -1.378], [7.055, -4.688, 0.779], [9.032, -5.042, -0.628], [0.127, 9.018, 8.682], [1.223, 9.582, 7.849], [0.904, 10.373, 6.953], [2.373, 9.216, 8.118], [-0.825, 9.425, 8.336], [0.148, 7.933, 8.564], [0.317, 9.308, 9.717], [5.303, 5.276, -2.528], [4.713, 3.994, -2.948], [4.248, 2.981, -3.280], [6.396, 5.257, -2.586], [4.960, 6.104, -3.158], [5.037, 5.525, -1.495], [-4.011, -8.403, 1.218], [-3.270, -7.292, 1.163], [-3.695, -6.053, 1.842], [-3.019, -5.035, 1.790], [-4.970, -6.089, 2.586], [-5.711, -7.200, 2.642], [-5.285, -8.439, 1.962], [-5.962, -9.457, 2.014], [-3.714, -9.320, 0.725], [-2.332, -7.250, 0.622], [-5.267, -5.172, 3.080], [-6.649, -7.242, 3.183], [-7.490, 3.686, -3.570], [-0.066, -6.038, -4.259], [-0.973, -6.025, -3.280], [-1.152, -7.195, -2.375], [-1.980, -7.146, -1.473], [-0.316, -8.382, -2.610], [0.589, -8.396, -3.591], [0.787, -7.217, -4.478], [1.639, -7.253, -5.359], [1.376, -9.510, -3.819], [-1.780, -4.922, -3.069], [0.077, -5.195, -4.922], [-0.469, -9.232, -1.957], [1.950, -9.272, -4.580], [-2.349, -5.157, -2.305], [-2.964, 6.607, 1.391], [-2.217, 7.074, 1.065], [-4.090, -3.495, -2.306]]
}

***

Record 2
{
  "formula": "C7H6KN2OS2",
  "method": "wB97M-V/def2-TZVPD",
  "gap_ev": 5.22,
  "fmax_ev_per_a": 0.374,
  "multiplicity": 1,
  "total_charge": -1,
  "e_homo_ev": -3.4813,
  "elements": ["K", "S", "C", "S", "C", "C", "N", "C", "N", "C", "C", "C", "O", "H", "H", "H", "H", "H", "H"],
  "positions_angstrom": [[0.040, 0.286, -0.060], [2.060, -1.160, 1.525], [2.122, 0.332, 2.413], [0.870, 1.535, 2.479], [3.269, 0.564, 3.176], [3.461, 1.733, 3.958], [3.683, 2.661, 4.609], [4.357, -0.343, 3.237], [5.277, -1.036, 3.330], [-2.358, -2.524, 0.132], [-2.893, -1.223, -0.395], [-4.263, -0.805, 0.063], [-2.215, -0.501, -1.101], [-3.120, -3.303, 0.144], [-2.040, -2.367, 1.167], [-1.493, -2.838, -0.446], [-4.987, -1.606, -0.089], [-4.573, 0.100, -0.453], [-4.221, -0.617, 1.138]]
}

***

Record 3
{
  "formula": "C3H3O2",
  "method": "wB97M-V/def2-TZVPD",
  "gap_ev": 8.37,
  "fmax_ev_per_a": 3.419,
  "multiplicity": 1,
  "total_charge": 1,
  "e_homo_ev": -15.3926,
  "de_lowest_ev": 3.513,
  "elements": ["C", "C", "C", "O", "O", "H", "H", "H"],
  "positions_angstrom": [[-0.851, 0.628, -0.049], [0.995, 0.406, 0.663], [-0.103, -0.466, -0.177], [0.246, 1.405, 0.685], [0.049, -1.584, -0.734], [-1.805, 1.019, 0.018], [1.930, 0.422, 1.133], [-0.460, -1.829, -1.539]]
}

***

Record 4
{
  "formula": "C4H6S2",
  "method": "wB97M-V/def2-TZVPD",
  "gap_ev": 8.66,
  "fmax_ev_per_a": 2.266,
  "multiplicity": 1,
  "total_charge": 0,
  "e_homo_ev": -7.8597,
  "de_lowest_ev": 0.156,
  "elements": ["C", "C", "C", "C", "H", "H", "H", "H", "H", "H", "S", "S"],
  "positions_angstrom": [[0.529, 1.865, 0.727], [0.228, 0.864, -0.360], [0.266, -1.521, 0.466], [-0.999, -1.175, 0.482], [-0.194, 2.691, 0.652], [1.512, 2.289, 0.616], [0.414, 1.479, 1.742], [0.376, 1.289, -1.337], [0.575, -2.470, 0.913], [-1.814, -1.792, 0.932], [1.422, -0.496, -0.354], [-1.485, 0.265, -0.359]]
}

***

Record 5
{
  "formula": "C14H29N2OS2",
  "method": "wB97M-V/def2-TZVPD",
  "gap_ev": 8.38,
  "fmax_ev_per_a": 1.151,
  "multiplicity": 1,
  "total_charge": 1,
  "e_homo_ev": -11.6087,
  "elements": ["C", "C", "N", "C", "C", "C", "S", "S", "C", "C", "C", "C", "C", "C", "C", "C", "C", "O", "N", "H", "H", "H", "H", "H", "H", "H", "H", "H", "H", "H", "H", "H", "H", "H", "H", "H", "H", "H", "H", "H", "H", "H", "H", "H", "H", "H", "H", "H"],
  "positions_angstrom": [[-2.097, 2.867, -3.580], [-1.273, 1.633, -3.933], [-1.304, 0.632, -2.840], [-1.089, -0.762, -3.329], [-0.479, -1.737, -2.349], [-0.557, 1.021, -1.716], [-1.251, 1.075, -0.245], [1.102, 1.397, -2.047], [1.808, 2.187, -0.587], [1.990, 1.373, 0.681], [2.615, -0.004, 0.448], [2.122, -1.119, 1.335], [2.186, -0.923, 2.864], [0.861, -1.485, 3.380], [-0.098, -1.110, 2.250], [-1.526, -1.568, 2.277], [-2.455, -0.570, 3.002], [-1.761, 0.375, 3.814], [0.695, -1.551, 1.060], [-2.666, 3.220, -4.432], [-1.472, 3.686, -3.231], [-2.784, 2.623, -2.777], [-1.723, 1.157, -4.797], [-0.255, 1.913, -4.186], [-2.072, -1.147, -3.590], [-0.517, -0.741, -4.253], [-0.618, -2.738, -2.745], [0.591, -1.593, -2.229], [-0.991, -1.702, -1.391], [1.267, 3.104, -0.380], [2.794, 2.479, -0.943], [2.660, 1.950, 1.316], [1.062, 1.293, 1.234], [2.499, -0.322, -0.588], [3.684, 0.042, 0.636], [2.758, -1.970, 1.107], [2.992, -1.511, 3.282], [2.270, 0.121, 3.141], [0.897, -2.570, 3.448], [0.485, -1.021, 4.282], [-0.048, -0.026, 2.208], [-1.608, -2.545, 2.748], [-1.883, -1.681, 1.254], [-3.086, -0.049, 2.288], [-3.114, -1.118, 3.663], [-1.623, 1.179, 3.297], [0.352, -1.193, 0.162], [0.656, -2.569, 0.993]]
}